(1)
Formula: C44H48N11S3V
Source: OMol25
Level of theory: ωB97M-V/def2-TZVPD

Geometry as XYZ:
```
107
Properties=species:S:1:pos:R:3
V 0.674 2.158 -0.418
N -0.610 3.974 -1.027
C -0.712 5.222 -0.269
C 0.667 5.874 -0.214
N 1.615 4.994 0.453
C 1.512 5.052 1.901
C 1.739 3.685 2.549
N 1.002 2.653 1.821
C 2.981 5.019 -0.044
C 3.529 3.614 -0.305
N 2.612 2.877 -1.176
H -0.368 4.186 -1.992
H -1.502 3.492 -1.052
H -1.062 4.981 0.738
H -1.420 5.928 -0.716
H 0.597 6.858 0.272
H 0.994 6.033 -1.244
H 0.511 5.398 2.164
H 2.226 5.774 2.324
H 1.435 3.744 3.599
H 2.803 3.444 2.537
H 0.008 2.732 2.014
H 1.291 1.726 2.119
H 3.651 5.537 0.655
H 3.013 5.568 -0.989
H 3.615 3.058 0.629
H 4.531 3.715 -0.739
H 2.987 1.959 -1.395
H 2.494 3.369 -2.056
N -0.996 1.421 0.244
S -1.921 0.297 0.150
N -1.573 -1.149 -0.601
S -0.754 -2.267 0.101
N 0.569 -1.886 0.823
S 1.759 -0.925 0.120
N 1.662 0.530 0.125
C 2.153 -1.595 -1.514
C 3.200 -2.486 -1.705
C 3.611 -2.768 -3.000
C 2.984 -2.164 -4.080
C 1.918 -1.296 -3.878
C 1.502 -1.007 -2.589
C 3.132 -1.481 1.129
C 3.151 -2.714 1.761
C 4.275 -3.082 2.488
C 5.362 -2.224 2.568
C 5.329 -0.987 1.936
C 4.207 -0.610 1.216
C -1.729 -3.092 1.329
C -1.259 -3.328 2.610
C -2.091 -3.969 3.513
C -3.362 -4.376 3.131
C -3.810 -4.152 1.833
C -2.993 -3.507 0.926
C -0.526 -3.519 -1.131
C 0.218 -4.633 -0.760
C 0.464 -5.615 -1.699
C -0.030 -5.479 -2.992
C -0.793 -4.373 -3.340
C -1.051 -3.385 -2.405
C -2.512 -0.090 1.812
C -3.851 -0.300 2.098
C -4.249 -0.399 3.424
C -3.313 -0.302 4.443
C -1.969 -0.114 4.143
C -1.567 0.012 2.825
C -3.421 0.729 -0.717
C -4.038 -0.119 -1.622
C -5.197 0.303 -2.259
C -5.727 1.554 -1.977
C -5.090 2.403 -1.079
C -3.926 1.995 -0.451
H 3.695 -2.946 -0.860
H 4.438 -3.448 -3.157
H 3.327 -2.363 -5.087
H 1.419 -0.838 -4.725
H 0.695 -0.315 -2.395
H 2.289 -3.363 1.690
H 4.301 -4.041 2.988
H 6.238 -2.513 3.134
H 6.175 -0.316 1.999
H 4.138 0.352 0.725
H -0.267 -2.994 2.883
H -1.744 -4.151 4.521
H -4.007 -4.869 3.845
H -4.795 -4.481 1.531
H -3.319 -3.312 -0.089
H 0.600 -4.712 0.251
H 1.044 -6.486 -1.427
H 0.187 -6.238 -3.731
H -1.177 -4.271 -4.346
H -1.627 -2.503 -2.652
H -4.577 -0.376 1.299
H -5.296 -0.543 3.659
H -3.632 -0.363 5.475
H -1.234 -0.058 4.936
H -0.534 0.190 2.555
H -3.604 -1.089 -1.818
H -5.688 -0.350 -2.968
H -6.640 1.872 -2.461
H -5.503 3.377 -0.859
H -3.404 2.631 0.253
N 0.365 1.783 -2.250
C 0.129 1.724 -3.403
N -0.126 1.720 -4.637
C -0.180 0.796 -5.554
N -0.248 0.015 -6.409
```

maximum force: 3.14 eV/Å
⟨S²⟩: 0.758
charge: +1
lowest unoccupied orbital energy (spin up / spin down): -2.5 / -2.5 eV
HOMO (spin up / spin down): -7.242 / -6.596 eV
2S+1: 2
gap between HOMO and LUMO (spin up / spin down): 4.79 / 4.14 eV

Results of the Mulliken charge analysis, in e, for atoms 1 through 2: atom 1 (V): 0.1906, atom 2 (N): -0.5614



(2)
Formula: C44H49AsBiClF5N4OSTe
Source: OMol25
Level of theory: ωB97M-V/def2-TZVPD

Geometry as XYZ:
```
108
Properties=species:S:1:pos:R:3
Bi 0.690 1.293 0.203
F 2.587 -1.044 1.414
C 1.784 -1.884 0.575
F 0.674 -2.158 1.428
C 2.581 -3.170 0.527
F 2.886 -3.820 1.683
F 3.785 -2.930 -0.067
F 1.970 -4.096 -0.248
C 7.550 -0.702 -3.859
C 7.433 0.427 -3.062
C 6.281 0.635 -2.322
C 5.226 -0.271 -2.361
C 5.364 -1.407 -3.152
C 6.515 -1.623 -3.896
As 3.492 -0.016 -1.424
C 4.266 1.119 -0.028
C 5.250 0.523 0.760
C 5.814 1.194 1.829
C 5.389 2.477 2.144
C 4.416 3.084 1.371
C 3.864 2.412 0.288
C 2.892 1.325 -2.744
C 3.379 2.614 -2.931
C 2.851 3.434 -3.917
C 1.843 2.975 -4.750
C 1.370 1.682 -4.597
C 1.893 0.871 -3.604
H 8.441 -0.856 -4.455
H 8.237 1.152 -3.024
H 6.206 1.520 -1.703
H 4.554 -2.129 -3.174
H 6.604 -2.509 -4.512
H 5.553 -0.493 0.532
H 6.582 0.719 2.425
H 5.821 2.996 2.990
H 4.075 4.084 1.610
H 3.111 2.915 -0.308
H 4.184 2.992 -2.313
H 3.234 4.439 -4.045
H 1.438 3.617 -5.521
H 0.591 1.304 -5.248
H 1.523 -0.136 -3.471
C -3.514 -4.964 -1.319
C -3.664 -4.027 -0.110
C -2.325 -3.948 0.634
C -4.681 -4.673 0.845
C -4.172 -2.620 -0.598
O -5.518 -2.709 -1.067
C -4.034 -1.506 0.467
C -5.160 -1.461 1.527
C -4.667 -1.375 2.949
C -5.143 -2.260 3.910
C -4.738 -2.174 5.232
C -3.838 -1.188 5.595
Cl -3.326 -1.060 7.246
C -3.341 -0.301 4.656
C -3.755 -0.401 3.338
C -3.485 -2.137 -1.906
N -2.064 -1.928 -1.898
C -1.363 -0.826 -1.581
N -0.083 -1.017 -1.810
C -0.039 -2.288 -2.270
N -1.214 -2.866 -2.349
H -3.367 -5.987 -0.975
H -2.651 -4.687 -1.919
H -4.415 -4.938 -1.932
H -1.942 -4.956 0.786
H -2.432 -3.488 1.616
H -1.566 -3.401 0.084
H -4.330 -5.668 1.116
H -5.657 -4.790 0.372
H -4.776 -4.102 1.766
H -6.097 -2.859 -0.314
H -4.030 -0.546 -0.053
H -3.065 -1.601 0.954
H -5.810 -2.334 1.456
H -5.794 -0.593 1.330
H -5.850 -3.033 3.631
H -5.118 -2.864 5.971
H -2.638 0.465 4.947
H -3.355 0.298 2.616
H -3.969 -1.194 -2.169
H -3.708 -2.857 -2.689
H -1.803 0.078 -1.201
H 0.878 -2.783 -2.530
Te 0.145 0.316 2.753
C -0.365 2.181 3.602
C 0.414 2.918 4.445
C -0.208 4.106 4.899
C -1.460 4.256 4.390
S -1.877 2.961 3.341
H 1.407 2.601 4.727
H 0.249 4.813 5.576
H -2.161 5.054 4.565
C -2.370 4.380 -0.107
C -1.080 3.663 -0.550
C 0.046 4.714 -0.639
C -1.327 3.075 -1.957
N -0.734 2.646 0.398
H -2.660 5.137 -0.837
H -2.217 4.862 0.858
H -3.178 3.657 -0.005
H -0.255 5.562 -1.258
H 0.948 4.268 -1.065
H 0.280 5.069 0.365
H -1.624 3.853 -2.664
H -2.126 2.334 -1.900
H -0.427 2.583 -2.331
```

maximum force: 0.87 eV/Å
charge: -1
lowest unoccupied orbital energy: 2.3 eV
HOMO: -4.093 eV
gap between HOMO and LUMO: 6.35 eV

Results of the Mulliken charge analysis, in e, for atoms 1 through 2: atom 1 (Bi): 0.9557, atom 2 (F): -0.2157



Looking at energy relative to the best compared isomer or geometry (same formula, charge and spin) for the records above, in order, we have 2.3157 0.4175 eV.